Record 1
A cluster of 9 separate species, C24H69N3O15 in total in a non-equilibrium geometry, computed with the ωB97M-V functional and the def2-TZVPD basis.

Output
SMILES = COC[C@H](C)N.COC[C@H](C)N.COC[C@H](C)N.OCCO.OCCO.OCCO.OCCO.OCCO.OCCO
HOMO level = -9.18 eV
Gap between HOMO and LUMO = 9.289 eV
Net charge = 0
Energy relative to the best compared isomer or geometry (same formula, charge and spin) = 126.3 kJ/mol

Each line ends with the Mulliken charge.
CARTESIAN COORDINATES (ANGSTROEM)
C (-0.67, 3.11, 3.27)  -0.28
O (0.46, 3.78, 3.72)  -0.42
C (1.63, 2.96, 3.59)  -0.27
C (2.75, 3.39, 4.50)  0.55
C (4.08, 2.66, 4.40)  -1.35
N (2.25, 3.36, 5.91)  -0.85
H (-1.18, 2.41, 3.95)  0.32
H (-0.49, 2.46, 2.39)  -0.09
H (-1.47, 3.79, 2.96)  0.31
H (1.32, 1.92, 3.74)  0.12
H (1.96, 3.17, 2.57)  0.19
H (2.92, 4.46, 4.36)  0.31
H (4.34, 2.40, 3.37)  0.17
H (3.96, 1.70, 4.91)  0.40
H (4.89, 3.22, 4.86)  0.41
H (2.93, 3.79, 6.53)  0.28
H (1.50, 4.06, 5.97)  0.25
C (-1.69, 0.58, -0.70)  0.69
O (-0.55, 1.31, -1.08)  -0.49
C (0.63, 1.00, -0.39)  -0.58
C (1.69, 0.38, -1.31)  0.94
C (2.98, 0.04, -0.58)  -1.82
N (1.88, 1.23, -2.51)  -0.48
H (-1.50, -0.49, -0.76)  0.57
H (-2.59, 0.78, -1.26)  -0.73
H (-1.93, 0.79, 0.35)  -0.11
H (1.03, 1.90, 0.09)  0.30
H (0.36, 0.25, 0.37)  0.01
H (1.28, -0.61, -1.54)  0.11
H (3.43, 0.94, -0.15)  0.38
H (3.72, -0.34, -1.29)  0.38
H (2.88, -0.74, 0.17)  0.38
H (2.17, 2.14, -2.16)  0.31
H (0.93, 1.33, -2.86)  0.05
C (-1.33, -3.80, 1.23)  -0.42
O (-1.39, -3.14, 2.47)  -0.26
C (-0.18, -3.28, 3.25)  -0.82
C (0.86, -2.25, 2.79)  1.00
C (2.24, -2.62, 3.37)  -1.69
N (0.58, -0.84, 2.95)  -0.11
H (-0.36, -3.65, 0.73)  0.30
H (-2.13, -3.47, 0.58)  -0.04
H (-1.38, -4.89, 1.39)  0.30
H (-0.51, -3.16, 4.28)  0.35
H (0.24, -4.26, 3.02)  0.39
H (0.93, -2.41, 1.71)  -0.11
H (2.78, -3.33, 2.75)  0.38
H (2.28, -2.89, 4.43)  0.37
H (2.81, -1.68, 3.42)  0.39
H (-0.22, -0.66, 2.34)  -0.30
H (0.18, -0.64, 3.87)  0.31
O (-3.51, -1.89, -1.39)  -0.12
C (-4.57, -2.72, -1.86)  -0.43
C (-5.91, -1.96, -1.84)  -0.34
O (-6.45, -1.82, -0.53)  -0.63
H (-3.84, -1.65, -0.51)  -0.02
H (-4.46, -3.02, -2.90)  0.37
H (-4.63, -3.58, -1.20)  0.25
H (-6.64, -2.54, -2.40)  0.45
H (-5.83, -0.98, -2.32)  0.08
H (-5.82, -1.30, -0.01)  0.27
O (7.23, 1.25, 2.15)  -0.61
C (6.20, 0.30, 1.86)  0.08
C (6.65, -0.75, 0.87)  -0.32
O (7.40, -0.24, -0.22)  -0.52
H (7.78, 0.88, 2.85)  0.34
H (5.91, -0.26, 2.76)  0.38
H (5.38, 0.92, 1.51)  -0.13
H (5.82, -1.29, 0.39)  0.19
H (7.18, -1.58, 1.35)  0.30
H (7.92, 0.52, 0.04)  0.34
O (0.05, 0.79, -5.54)  -0.64
C (-0.91, 0.17, -4.67)  0.41
C (-1.36, -1.20, -5.19)  -0.49
O (-0.28, -2.05, -5.53)  -0.40
H (0.90, 0.30, -5.46)  0.57
H (-0.32, 0.01, -3.77)  -0.38
H (-1.76, 0.85, -4.62)  0.29
H (-2.00, -0.99, -6.06)  0.37
H (-2.05, -1.63, -4.45)  0.20
H (-0.65, -2.72, -6.10)  0.27
O (2.43, -0.33, -4.82)  -0.53
C (3.71, -0.88, -4.83)  -0.70
C (3.81, -2.18, -4.04)  -0.09
O (2.90, -3.15, -4.48)  -0.57
H (2.19, -0.13, -3.88)  0.31
H (4.07, -1.19, -5.81)  0.41
H (4.47, -0.22, -4.38)  0.35
H (3.57, -1.96, -2.98)  0.02
H (4.84, -2.53, -3.99)  0.38
H (2.30, -2.80, -5.15)  0.32
O (-4.94, 2.16, -1.08)  -0.32
C (-4.55, 2.91, -2.24)  -0.63
C (-4.90, 2.10, -3.50)  -0.34
O (-4.23, 0.86, -3.56)  -0.48
H (-5.78, 2.45, -0.70)  0.22
H (-5.11, 3.84, -2.18)  0.50
H (-3.48, 3.12, -2.19)  0.16
H (-4.65, 2.70, -4.38)  0.40
H (-5.99, 1.98, -3.57)  0.28
H (-3.93, 0.68, -2.66)  0.09
O (-3.98, -0.25, 0.93)  -0.12
C (-4.07, -0.44, 2.33)  -0.37
C (-5.01, 0.67, 2.79)  -0.55
O (-4.50, 1.93, 2.30)  -0.50
H (-3.87, 0.71, 0.82)  0.19
H (-4.54, -1.40, 2.58)  0.40
H (-3.18, -0.47, 2.97)  0.11
H (-5.16, 0.66, 3.88)  0.39
H (-5.98, 0.61, 2.28)  0.33
H (-5.18, 2.60, 2.36)  0.25



Record 2
A cluster of 8 separate species, C24H69N5O10 in total in a non-equilibrium geometry, computed with the ωB97M-V functional and the def2-TZVPD basis.

Output
SMILES = COC[C@H](C)N.COC[C@H](C)N.COC[C@H](C)N.COC[C@H](C)N.COC[C@H](C)N.OCCO.OCCO.O
HOMO level = -8.92 eV
Gap between HOMO and LUMO = 9.425 eV
Net charge = 0
Energy relative to the best compared isomer or geometry (same formula, charge and spin) = 274.7 kJ/mol

Each line ends with the Mulliken charge.
CARTESIAN COORDINATES (ANGSTROEM)
C (-0.30, 4.81, 0.35)  -0.59
O (-0.31, 4.36, 1.70)  -0.23
C (-1.63, 4.24, 2.22)  -0.76
C (-2.12, 5.65, 2.70)  0.49
C (-1.01, 6.40, 3.53)  -1.38
N (-3.36, 5.69, 3.44)  -0.67
H (-0.88, 5.73, 0.24)  0.36
H (-0.63, 4.00, -0.30)  0.25
H (0.76, 4.83, 0.12)  0.04
H (-2.36, 3.78, 1.56)  0.37
H (-1.51, 3.70, 3.16)  0.39
H (-2.38, 6.12, 1.75)  0.11
H (-1.33, 7.43, 3.69)  0.41
H (-0.05, 6.37, 3.01)  0.32
H (-0.94, 5.90, 4.50)  0.35
H (-3.24, 6.40, 4.14)  0.28
H (-3.45, 4.76, 3.83)  0.26
C (-1.25, -4.47, -5.50)  -0.92
O (-0.92, -3.69, -4.37)  -0.29
C (-0.63, -4.66, -3.32)  -1.07
C (-0.25, -3.90, -2.05)  0.95
C (1.17, -3.32, -2.16)  -1.14
N (-0.24, -4.73, -0.88)  -0.46
H (-1.70, -3.73, -6.16)  0.28
H (-1.62, -5.48, -5.31)  0.35
H (-0.39, -4.85, -6.06)  0.35
H (-1.45, -5.35, -3.10)  0.49
H (0.13, -5.42, -3.53)  0.44
H (-1.00, -3.12, -1.96)  0.12
H (1.22, -2.59, -1.36)  -0.03
H (1.32, -2.68, -3.03)  0.41
H (1.94, -4.09, -2.07)  0.37
H (-0.15, -4.08, -0.11)  -0.21
H (-1.15, -5.17, -0.81)  0.31
C (3.16, -0.15, 7.03)  -0.79
O (2.81, -0.52, 5.80)  -0.29
C (2.04, 0.50, 5.06)  -0.97
C (1.79, 0.26, 3.47)  0.18
C (1.28, 1.48, 2.73)  -1.11
N (0.88, -0.85, 3.34)  -0.54
H (3.91, 0.64, 7.00)  0.32
H (3.71, -0.97, 7.50)  0.27
H (2.34, 0.00, 7.74)  0.31
H (1.09, 0.72, 5.55)  0.38
H (2.58, 1.45, 5.14)  0.48
H (2.77, -0.05, 3.13)  0.39
H (2.04, 2.23, 2.94)  0.58
H (0.29, 1.74, 3.11)  0.09
H (1.28, 1.38, 1.65)  0.03
H (0.00, -0.60, 3.77)  0.30
H (1.26, -1.63, 3.86)  0.23
C (-1.83, -3.43, 3.12)  -0.60
O (-1.42, -4.29, 2.08)  -0.16
C (-0.81, -5.60, 2.36)  -1.07
C (0.69, -5.43, 2.79)  0.77
C (1.47, -4.54, 1.74)  -0.52
N (1.34, -6.75, 2.88)  -0.83
H (-2.60, -3.99, 3.66)  0.35
H (-2.13, -2.44, 2.79)  0.13
H (-0.91, -3.19, 3.65)  0.17
H (-1.35, -6.10, 3.16)  0.48
H (-0.78, -6.26, 1.50)  0.33
H (0.74, -5.09, 3.83)  0.27
H (0.99, -3.61, 1.42)  -0.61
H (1.59, -5.11, 0.81)  0.54
H (2.43, -4.18, 2.08)  0.48
H (2.33, -6.55, 2.96)  0.24
H (1.28, -7.28, 3.73)  0.26
C (3.14, 3.56, -1.89)  -0.35
O (2.85, 3.84, -3.20)  -0.35
C (1.48, 4.31, -3.42)  -0.46
C (1.24, 5.01, -4.79)  0.32
C (1.50, 4.02, -5.97)  -1.28
N (1.99, 6.23, -4.93)  -0.67
H (2.89, 4.38, -1.21)  0.30
H (4.16, 3.23, -1.74)  0.31
H (2.51, 2.76, -1.49)  -0.04
H (0.63, 3.64, -3.28)  0.28
H (1.19, 5.12, -2.74)  0.25
H (0.17, 5.24, -4.83)  0.25
H (1.44, 4.56, -6.91)  0.40
H (0.68, 3.31, -6.12)  0.32
H (2.47, 3.52, -5.87)  0.28
H (1.85, 6.35, -5.93)  0.27
H (2.99, 6.25, -4.77)  0.26
O (-5.52, -1.62, -4.13)  -0.56
C (-4.13, -1.75, -4.54)  -0.11
C (-3.41, -0.70, -3.75)  -0.42
O (-3.73, -0.82, -2.34)  -0.49
H (-5.95, -2.44, -4.37)  0.29
H (-3.60, -2.67, -4.31)  0.12
H (-4.09, -1.68, -5.63)  0.31
H (-3.51, 0.33, -4.09)  0.31
H (-2.33, -0.82, -3.87)  0.25
H (-4.69, -0.75, -2.33)  0.31
O (0.42, 1.28, -0.87)  -0.24
C (-0.76, 0.44, -0.91)  -0.54
C (-1.04, -0.27, 0.44)  -0.37
O (-0.08, -1.25, 0.70)  0.40
H (1.19, 0.73, -0.73)  0.00
H (-1.62, 1.06, -1.16)  0.44
H (-0.71, -0.33, -1.69)  -0.06
H (-1.99, -0.80, 0.51)  0.42
H (-1.15, 0.43, 1.27)  0.20
H (0.22, -1.27, 1.61)  -0.26
O (2.69, -0.69, -0.67)  -0.56
H (3.37, -0.99, -1.27)  0.25
H (2.66, -1.36, 0.01)  0.20



Record 3
A cluster of 9 separate species, C24H71N5O9 in total in a non-equilibrium geometry, computed with the ωB97M-V functional and the def2-TZVPD basis.

Output
SMILES = COC[C@H](C)N.COC[C@H](C)N.COC[C@H](C)N.COC[C@H](C)N.COC[C@H](C)N.CCO.CCO.O.O
HOMO level = -9.13 eV
Gap between HOMO and LUMO = 9.761 eV
Net charge = 0
Energy relative to the best compared isomer or geometry (same formula, charge and spin) = 0.0 kJ/mol

Each line ends with the Mulliken charge.
CARTESIAN COORDINATES (ANGSTROEM)
C (-1.53, -3.75, -0.41)  -0.43
O (-1.65, -5.04, -0.92)  -0.35
C (-2.52, -5.11, -2.00)  -0.74
C (-2.33, -6.42, -2.73)  0.54
C (-0.89, -6.72, -3.12)  -1.33
N (-3.30, -6.49, -3.82)  -0.68
H (-2.48, -3.31, -0.09)  0.37
H (-1.07, -3.05, -1.12)  0.26
H (-0.80, -3.78, 0.41)  0.03
H (-3.57, -4.98, -1.73)  0.37
H (-2.32, -4.29, -2.72)  0.30
H (-2.62, -7.22, -2.03)  0.18
H (-0.51, -5.93, -3.78)  0.25
H (-0.84, -7.67, -3.64)  0.39
H (-0.26, -6.73, -2.24)  0.32
H (-3.18, -5.74, -4.50)  0.24
H (-3.20, -7.33, -4.36)  0.26
C (-4.19, 6.34, 2.09)  -0.80
O (-3.71, 5.14, 1.55)  -0.24
C (-4.22, 4.89, 0.25)  -0.80
C (-3.73, 3.55, -0.22)  0.74
C (-2.23, 3.54, -0.38)  -1.01
N (-4.37, 3.25, -1.53)  -0.80
H (-3.81, 6.42, 3.11)  0.23
H (-5.28, 6.35, 2.18)  0.31
H (-3.84, 7.20, 1.50)  0.32
H (-5.32, 4.94, 0.29)  0.42
H (-3.87, 5.67, -0.45)  0.37
H (-3.97, 2.76, 0.51)  0.28
H (-1.73, 3.75, 0.57)  0.25
H (-1.90, 4.35, -1.04)  0.17
H (-1.84, 2.60, -0.77)  -0.07
H (-5.38, 3.28, -1.40)  0.29
H (-4.16, 2.27, -1.71)  0.15
C (1.59, 5.83, 0.23)  -1.08
O (1.52, 4.56, 0.85)  -0.27
C (2.09, 4.50, 2.15)  -1.17
C (2.12, 3.05, 2.59)  1.63
C (0.73, 2.46, 2.74)  -0.44
N (2.82, 2.95, 3.88)  -0.79
H (1.58, 6.61, 1.00)  0.45
H (0.72, 5.92, -0.41)  0.26
H (2.48, 5.93, -0.39)  0.30
H (3.10, 4.93, 2.14)  0.36
H (1.44, 5.06, 2.84)  0.37
H (2.65, 2.45, 1.84)  -0.43
H (0.10, 2.60, 1.87)  -0.28
H (0.25, 2.80, 3.67)  0.46
H (0.82, 1.37, 2.85)  -0.23
H (2.54, 2.09, 4.34)  0.26
H (3.82, 2.85, 3.72)  0.30
C (3.88, -3.02, 3.04)  -0.97
O (2.79, -2.51, 2.33)  -0.37
C (1.90, -1.70, 3.09)  0.27
C (1.09, -2.47, 4.09)  0.29
C (0.17, -3.53, 3.47)  -1.20
N (0.26, -1.46, 4.82)  -0.73
H (4.58, -3.47, 2.34)  0.30
H (3.60, -3.77, 3.79)  0.26
H (4.41, -2.21, 3.57)  0.39
H (2.47, -0.88, 3.55)  0.37
H (1.20, -1.23, 2.38)  -0.58
H (1.74, -2.98, 4.81)  0.38
H (0.79, -4.26, 2.92)  0.31
H (-0.54, -3.15, 2.74)  0.14
H (-0.36, -4.02, 4.28)  0.47
H (-0.41, -1.22, 4.08)  0.21
H (-0.31, -1.98, 5.49)  0.33
C (4.09, -4.19, -2.78)  -0.76
O (3.26, -3.23, -2.19)  -0.24
C (3.97, -2.23, -1.52)  -1.02
C (3.00, -1.17, -1.06)  0.62
C (3.72, -0.14, -0.19)  -1.16
N (1.90, -1.75, -0.26)  -0.31
H (3.44, -4.93, -3.25)  0.22
H (4.72, -4.67, -2.02)  0.32
H (4.78, -3.71, -3.49)  0.30
H (4.50, -2.66, -0.66)  0.30
H (4.70, -1.77, -2.21)  0.49
H (2.56, -0.62, -1.89)  0.20
H (4.53, 0.34, -0.74)  0.55
H (4.11, -0.54, 0.75)  0.25
H (3.03, 0.67, 0.08)  -0.07
H (1.72, -2.67, -0.68)  0.31
H (2.18, -2.02, 0.68)  0.02
C (-3.99, 0.36, -3.82)  -1.28
C (-2.66, 0.56, -3.11)  0.01
O (-2.82, 0.15, -1.74)  -0.49
H (-3.92, 0.70, -4.86)  0.37
H (-4.75, 1.01, -3.37)  0.30
H (-4.31, -0.67, -3.72)  0.29
H (-2.29, 1.59, -3.11)  0.21
H (-1.92, -0.08, -3.61)  0.43
H (-1.92, 0.16, -1.38)  0.21
C (2.20, 3.05, -2.53)  -1.12
C (0.78, 2.84, -2.09)  -0.04
O (0.72, 2.48, -0.72)  0.47
H (2.82, 2.16, -2.47)  0.11
H (2.64, 3.82, -1.89)  0.13
H (2.29, 3.41, -3.56)  0.44
H (0.31, 2.02, -2.64)  0.20
H (0.17, 3.73, -2.29)  0.26
H (1.03, 3.22, -0.15)  -0.16
O (-1.67, -0.33, 2.61)  -0.55
H (-2.11, 0.46, 2.95)  0.23
H (-1.89, -0.36, 1.68)  0.22
O (-0.37, -0.01, -0.48)  0.06
H (0.35, -0.65, -0.32)  0.29
H (0.07, 0.86, -0.40)  0.04



Record 4
A structure of composition C24H71O12Sr in a non-equilibrium geometry, computed with the ωB97M-V functional and the def2-TZVPD basis.

Output
HOMO level = -9.69 eV
Gap between HOMO and LUMO = 3.273 eV
Net charge = +1
Energy relative to the best compared isomer or geometry (same formula, charge and spin) = 1074.3 kJ/mol

Each line ends with the Mulliken charge.
CARTESIAN COORDINATES (ANGSTROEM)
Sr (-2.49, -5.82, 0.75)  1.49
C (0.34, 0.25, 0.39)  -0.93
C (-0.96, -0.47, 0.18)  -0.06
O (-1.26, -1.54, 1.05)  -0.72
H (1.22, -0.39, 0.48)  0.26
H (0.27, 0.78, 1.34)  0.25
H (0.51, 0.97, -0.41)  0.30
H (-0.92, -0.80, -0.86)  0.21
H (-1.73, 0.30, 0.29)  0.17
C (4.12, -4.84, 2.80)  -0.82
C (4.13, -4.59, 1.25)  -0.29
O (5.22, -5.26, 0.65)  -0.52
H (3.41, -4.22, 3.34)  0.28
H (5.15, -4.61, 3.08)  0.25
H (4.01, -5.90, 3.01)  0.26
H (4.30, -3.54, 1.02)  0.28
H (3.18, -4.82, 0.76)  0.23
H (5.92, -4.61, 0.66)  0.33
C (-1.92, -4.19, -4.86)  -1.05
C (-1.08, -5.48, -4.62)  -0.21
O (-0.88, -5.57, -3.20)  -0.52
H (-2.01, -4.07, -5.94)  0.36
H (-1.33, -3.30, -4.69)  0.27
H (-2.88, -4.14, -4.35)  0.28
H (-0.08, -5.51, -5.05)  0.29
H (-1.62, -6.31, -5.09)  0.29
H (-0.23, -6.27, -3.08)  0.31
C (3.59, -1.98, -4.09)  -0.83
C (4.10, -1.98, -5.54)  -0.29
O (3.79, -3.14, -6.32)  -0.52
H (2.53, -2.21, -3.94)  0.21
H (3.89, -1.06, -3.59)  0.27
H (4.16, -2.69, -3.50)  0.32
H (5.16, -1.72, -5.64)  0.30
H (3.64, -1.13, -6.05)  0.25
H (4.36, -3.88, -6.07)  0.29
C (2.18, -0.95, 7.11)  -1.09
C (1.43, -0.53, 5.86)  -0.13
O (0.45, -1.49, 5.63)  -0.52
H (2.84, -0.14, 7.41)  0.34
H (2.85, -1.78, 6.90)  0.28
H (1.50, -1.27, 7.90)  0.29
H (2.08, -0.50, 4.98)  0.29
H (1.00, 0.45, 6.02)  0.24
H (0.32, -1.50, 4.67)  0.30
C (-3.44, 5.65, 0.92)  -1.01
C (-3.29, 6.60, -0.29)  -0.17
O (-2.02, 7.16, -0.28)  -0.50
H (-2.62, 4.93, 0.98)  0.27
H (-4.38, 5.10, 0.87)  0.34
H (-3.57, 6.26, 1.81)  0.28
H (-4.07, 7.36, -0.27)  0.23
H (-3.43, 6.07, -1.24)  0.28
H (-1.68, 7.31, -1.17)  0.29
C (-6.02, 1.70, 4.86)  -1.11
C (-4.95, 1.09, 3.89)  -0.08
O (-5.06, -0.35, 3.99)  -0.53
H (-7.04, 1.45, 4.57)  0.30
H (-6.00, 2.79, 4.81)  0.35
H (-5.87, 1.37, 5.88)  0.29
H (-3.95, 1.43, 4.16)  0.26
H (-5.10, 1.42, 2.86)  0.23
H (-4.30, -0.71, 3.54)  0.28
C (-5.55, 0.34, -3.18)  -1.01
C (-5.50, 1.82, -3.01)  -0.13
O (-6.28, 2.39, -4.02)  -0.51
H (-5.15, 0.03, -4.15)  0.29
H (-6.52, -0.15, -3.12)  0.36
H (-4.97, -0.18, -2.42)  0.27
H (-4.48, 2.17, -3.17)  0.20
H (-5.77, 2.20, -2.02)  0.23
H (-7.16, 2.01, -3.97)  0.31
C (-0.84, -6.54, 7.32)  -1.02
C (-0.58, -6.65, 5.79)  -0.24
O (-1.42, -5.80, 5.04)  -0.51
H (-0.30, -7.26, 7.92)  0.34
H (-1.89, -6.75, 7.55)  0.27
H (-0.56, -5.55, 7.69)  0.31
H (-0.73, -7.66, 5.41)  0.30
H (0.48, -6.48, 5.65)  0.22
H (-1.14, -4.93, 5.31)  0.31
C (-0.18, 1.85, -5.66)  -0.72
C (-1.13, 1.82, -6.85)  -0.30
O (-0.40, 1.81, -8.07)  -0.52
H (0.52, 2.69, -5.65)  0.28
H (0.42, 0.94, -5.69)  0.18
H (-0.83, 1.90, -4.79)  0.25
H (-1.67, 2.77, -6.80)  0.27
H (-1.87, 1.03, -6.77)  0.26
H (-0.13, 0.93, -8.33)  0.30
C (5.53, 3.31, -1.95)  -0.91
C (5.87, 3.23, -3.43)  -0.28
O (6.94, 2.39, -3.71)  -0.51
H (5.11, 2.35, -1.63)  0.22
H (4.68, 3.96, -1.77)  0.31
H (6.35, 3.60, -1.29)  0.33
H (6.07, 4.20, -3.88)  0.29
H (4.99, 2.89, -3.98)  0.24
H (7.71, 2.72, -3.24)  0.31
C (1.76, 5.54, 2.62)  -1.03
C (1.98, 7.02, 2.88)  -0.22
O (0.69, 7.56, 3.02)  -0.50
H (1.14, 5.02, 3.34)  0.28
H (2.72, 5.03, 2.70)  0.33
H (1.31, 5.34, 1.65)  0.31
H (2.64, 7.44, 2.12)  0.22
H (2.52, 7.14, 3.81)  0.29
H (0.18, 7.36, 2.22)  0.30



Which formula does entry 4 have?
C24H71O12Sr



HOMO level of number 1 (C24H69N3O15)?
-9.18 eV